# 1
C35H39Br3N10O3PYb | the ωB97M-V functional and the def2-TZVPD basis

As for the largest force on an atom: 2.8 eV Å⁻¹. Its net charge is +2. The calculation puts the total energy at -308908.6649 eV. Its spin multiplicity is 2. As for the HOMO energy (alpha / beta): -12.299 / -12.300 eV.

CARTESIAN COORDINATES (ANGSTROEM)
H1 -5.630 -0.232 0.650
C1 0.614 2.441 1.296
H2 1.120 1.477 5.809
H3 0.735 -5.306 -0.081
H4 1.279 3.011 3.823
C2 -0.594 -2.802 -3.905
H5 1.292 -5.363 -2.713
H6 0.325 -0.867 5.433
H7 -3.637 0.461 4.252
N1 -3.886 2.165 3.064
H8 1.956 0.524 -5.589
H9 -3.489 -1.202 1.030
H10 -4.971 -6.052 0.826
C3 1.333 0.128 -3.589
C4 2.528 -1.769 1.295
O1 -1.098 2.756 -0.908
H11 -2.656 -0.949 2.583
C5 1.075 -4.282 -0.252
H12 -2.344 -3.002 1.616
H13 -2.276 -0.584 -5.847
H14 1.728 -2.162 1.906
C6 -1.866 -1.055 -4.964
C7 0.892 1.123 4.813
Br1 -3.111 1.106 -3.643
H15 0.367 -4.508 -4.830
O2 -1.841 -0.535 -1.321
C8 4.488 -0.728 -0.245
N2 0.336 0.206 2.254
C9 0.564 1.908 -2.352
H16 1.382 2.949 -5.433
H17 -2.453 -5.649 2.212
N3 -2.363 -3.915 1.180
N4 -3.241 -6.290 2.043
H18 -1.840 1.767 3.316
H19 2.165 -4.317 -0.297
C10 4.852 -1.458 0.868
H20 0.780 -3.673 0.597
N5 -4.577 -0.124 2.467
C11 -3.306 -0.481 1.833
H21 5.895 -1.602 1.118
C12 -0.798 -2.190 -2.656
H22 -3.436 -6.205 -0.047
H23 1.537 -0.935 -3.631
N6 0.846 0.604 -2.439
C13 -3.928 -5.748 0.809
H24 0.436 3.830 -3.284
H25 -4.409 -3.807 1.594
H26 -4.071 -3.842 -0.131
C14 0.031 2.309 -0.997
O3 0.373 3.601 1.512
H27 -5.785 2.836 2.562
C15 -3.754 -4.238 0.835
H28 -3.853 -6.278 2.860
H29 -2.193 3.088 2.213
H30 -3.571 2.592 -0.291
C16 -1.617 -1.025 -2.550
H31 -6.458 0.611 1.967
H32 -0.136 -1.607 3.126
C17 0.455 -0.178 4.610
H33 -1.799 -3.841 0.337
C18 0.188 -3.984 -3.899
Br2 5.769 0.043 -1.367
C19 0.189 -0.589 3.318
Yb1 -0.176 -0.119 -0.267
N7 2.169 -1.071 0.210
C20 -2.104 -0.473 -3.700
H34 -2.896 -7.242 1.924
N8 0.825 1.859 0.046
C21 0.704 -4.454 -2.733
H35 -4.469 3.625 1.681
N9 -5.052 1.751 0.946
C22 -1.138 -2.200 -5.067
Br3 -0.854 -2.957 -6.765
H36 -4.044 0.961 -0.738
C23 0.492 -3.745 -1.526
C24 0.713 2.791 -3.402
C25 1.000 1.971 3.725
C26 -2.524 2.099 2.532
C27 -5.495 0.468 1.478
P1 -2.421 0.959 1.074
C28 1.551 0.944 -4.679
C29 3.840 -1.988 1.656
C30 -3.857 1.620 0.109
C31 3.148 -0.549 -0.538
N10 -0.215 -2.635 -1.489
H37 -5.304 1.015 4.052
H38 4.068 -2.559 2.546
H39 2.856 0.044 -1.390
C32 -4.356 0.865 3.536
C33 -4.830 2.672 2.064
C34 1.229 2.293 -4.586
C35 0.704 1.482 2.466

Here are the Löwdin charges for atoms 1 to 5, given in e: 0.13 -0.47 0.13 0.09 0.14



# 2
C35H39Cl51FN3O2S2 | the ωB97M-V functional and the def2-TZVPD basis

As for the largest force on an atom: 6.1 eV Å⁻¹. Its net charge is 0. The calculation puts the total energy at -708513.3757 eV. As for the HOMO energy: -8.294 eV.

CARTESIAN COORDINATES (ANGSTROEM)
Cl1 7.518 3.109 2.043
C1 -3.781 0.589 1.279
C2 -1.212 1.342 -3.013
H1 -5.081 5.032 3.975
Cl2 9.520 3.636 -5.264
Cl3 -8.085 3.473 0.147
C3 0.304 3.637 -2.936
H2 12.404 -1.785 -4.640
H3 -4.824 6.638 -2.431
Cl4 -10.790 -3.563 -3.451
Cl5 -3.589 1.437 5.794
C4 7.325 -8.150 -2.540
Cl6 1.240 -5.224 -1.030
Cl7 1.779 -5.893 8.880
H4 8.294 0.893 1.911
C5 -0.985 -3.798 3.120
C6 -2.774 -0.940 -3.175
C7 0.229 2.018 -2.872
C8 -4.422 -0.443 -1.125
H5 1.759 4.425 -4.710
H6 -0.686 4.130 -2.641
Cl8 -5.760 8.796 -2.462
Cl9 7.149 -8.784 -0.898
H7 -7.663 4.798 -1.749
Cl10 1.017 -2.255 8.737
Cl11 11.573 -3.970 -4.392
H8 5.197 3.121 -3.613
Cl12 6.599 -6.541 -2.666
H9 -0.642 -1.102 9.940
Cl13 8.158 -0.705 -4.005
C9 -2.905 2.177 -4.343
S1 -4.091 1.789 -5.466
C10 0.346 -0.842 9.562
H10 1.296 -6.696 11.037
Cl14 10.548 0.918 -5.422
Cl15 1.353 0.732 14.192
Cl16 -4.360 7.412 -4.603
Cl17 11.700 -2.358 -6.809
C11 1.546 1.208 -2.700
H11 -5.139 -1.036 -0.439
Cl18 -5.449 2.708 3.924
Cl19 -6.860 6.342 -3.571
H12 -4.889 0.650 1.564
O1 -0.079 3.870 -5.452
H13 -2.655 -1.953 -1.072
C12 -0.378 1.073 14.343
Cl20 -3.231 -0.007 8.299
C13 -0.002 -1.030 -2.786
H14 -4.001 9.813 -6.956
Cl21 -7.139 -2.581 2.934
H15 -9.503 -3.470 -1.486
Cl22 -1.193 -0.228 15.223
C14 5.474 2.187 -2.986
H16 5.515 2.549 -1.894
Cl23 -5.570 3.841 -1.269
H17 6.801 -8.816 -3.223
Cl24 2.418 -7.455 0.413
H18 4.455 0.244 -2.494
Cl25 9.819 2.044 -2.842
Cl26 9.031 -8.101 -3.009
C15 -3.932 -1.728 1.927
Cl27 0.173 0.511 8.434
H19 -3.577 -0.293 -3.668
C16 12.451 -2.691 -5.242
Cl28 -1.760 9.830 -6.244
H20 6.117 -1.277 -5.037
Cl29 -8.186 -1.964 0.292
H21 -9.379 -2.598 2.218
C17 -3.057 9.507 -7.404
H22 -1.586 -2.928 3.383
C18 0.753 -6.097 10.308
Cl30 6.212 0.813 0.822
N1 -2.347 2.281 -3.152
C19 4.210 1.178 -3.126
S2 1.653 -2.873 -2.449
Cl31 6.260 -2.757 -3.216
C20 0.709 4.000 -4.473
O2 -3.078 -0.559 1.820
Cl32 -6.853 6.107 0.029
Cl33 -1.110 1.298 12.747
H23 6.454 1.713 -3.332
N2 0.010 -2.479 -2.716
C21 -8.434 -2.903 1.772
Cl34 0.405 -3.866 4.215
Cl35 0.387 -4.528 11.039
N3 2.461 -1.353 -2.450
Cl36 -2.814 10.443 -8.886
C22 -7.117 4.584 -0.834
H24 -2.407 0.543 -0.518
C23 10.480 2.394 -4.448
Cl37 14.152 -3.134 -5.449
C24 7.766 1.557 1.229
Cl38 -1.990 -5.243 3.300
F1 4.077 0.897 -4.538
C25 2.933 1.994 -2.601
H25 -5.051 -1.494 1.747
Cl39 -0.450 -3.615 1.445
C26 -5.377 7.219 -3.168
C27 2.569 -6.396 -0.996
H26 1.183 3.998 -2.284
H27 -3.764 -2.210 2.970
C28 6.926 -1.842 -4.575
Cl40 8.758 1.768 -0.223
H28 -1.582 0.764 6.812
C29 -3.418 -1.531 -1.819
Cl41 -8.932 -5.551 -2.420
C30 -10.059 -4.254 -1.995
Cl42 -3.148 7.778 -7.769
Cl43 -2.375 -1.193 5.783
Cl44 -11.310 -4.853 -0.896
H29 3.152 2.376 -1.531
H30 2.862 2.937 -3.269
Cl45 -8.525 -4.632 1.405
H31 2.500 -7.007 -1.894
C31 -1.356 -0.222 -2.993
H32 -3.274 1.524 1.723
Cl46 7.609 -2.933 -5.790
H33 -2.601 -1.834 -3.895
Cl47 -3.087 4.144 4.849
Cl48 4.150 -5.599 -0.987
C32 -4.463 4.168 3.736
C33 -2.562 0.312 6.691
H34 -3.621 -2.447 1.077
Cl49 -3.905 4.321 2.068
C34 -3.546 0.658 -0.337
H35 -4.095 -2.414 -2.140
H36 -0.497 1.996 14.907
Cl50 -0.738 -6.950 9.886
C35 1.419 -0.361 -2.632
H37 11.494 2.770 -4.325
H38 -3.859 1.697 -0.760
H39 -5.054 0.008 -1.971
Cl51 1.363 -0.382 10.934

Here are the Löwdin charges for atoms 1 to 5, given in e: 0.52 -0.23 -0.13 0.02 0.53